Entry 1:
ORCA calculation (ωB97M-V/def2-TZVPD) on 10 unconnected molecules or ions with the total composition C12H44N2O10.

CARTESIAN COORDINATES (ANGSTROEM)
1 N -1.4820 0.9706 1.7237
2 C -2.3290 1.7926 1.2367
3 N -3.3190 2.0446 2.0657
4 O -2.0820 2.4596 0.0277
5 H -0.7510 0.5146 1.0897
6 H -1.6820 0.3736 2.5337
7 H -4.0760 2.6086 1.6897
8 H -3.4060 1.5446 2.9767
9 C 0.6880 3.8906 -0.6403
10 C -0.0490 4.7406 0.3457
11 O -1.1920 5.1766 -0.3323
12 H -0.0100 3.2576 -1.1613
13 H 1.5130 3.3496 -0.3023
14 H 1.1230 4.4426 -1.4903
15 H 0.6010 5.5856 0.6377
16 H -0.2800 4.2086 1.2477
17 H -1.7800 4.4636 -0.5643
18 C -1.8080 -2.4864 -2.5993
19 C -0.2780 -2.4804 -2.2673
20 O -0.0240 -2.9494 -1.0183
21 H -1.8520 -1.9154 -3.4623
22 H -2.3250 -2.0294 -1.7963
23 H -2.1380 -3.5554 -2.7153
24 H 0.0440 -1.4994 -2.3053
25 H 0.2620 -3.1174 -2.9633
26 H -0.0400 -3.9274 -1.1213
27 C 0.2450 1.2596 4.4427
28 O 0.2460 2.1206 3.3367
29 H -0.8350 1.1976 4.5757
30 H 0.7110 1.7776 5.2907
31 H 0.6460 0.2606 4.2037
32 H -0.3980 1.7956 2.6557
33 C 2.1210 0.9516 -3.3333
34 O 1.1750 0.3126 -4.1703
35 H 2.4910 0.2636 -2.5913
36 H 1.7420 1.8936 -2.8763
37 H 3.0050 1.1186 -3.8803
38 H 1.2610 0.5996 -5.1073
39 C 2.7520 -2.4644 2.1777
40 O 2.2980 -1.2254 2.7097
41 H 3.5770 -2.4214 1.4987
42 H 1.9800 -2.7394 1.5007
43 H 2.8410 -3.1994 2.9547
44 H 1.6890 -0.8694 2.0337
45 C -2.7200 -1.8074 2.6687
46 O -1.9090 -1.1644 3.6567
47 H -2.8690 -2.8334 2.9297
48 H -2.1490 -1.6334 1.7427
49 H -3.7260 -1.3384 2.6017
50 H -1.2000 -1.8124 3.9157
51 C -1.6120 0.7616 -2.3013
52 O -2.9980 1.0526 -2.3953
53 H -1.4120 0.0476 -3.1293
54 H -1.3750 0.3166 -1.3023
55 H -0.9550 1.6116 -2.4393
56 H -3.2950 1.3066 -1.5333
57 C 3.1560 -3.5464 -1.5893
58 O 2.5320 -4.2384 -2.5543
59 H 3.5720 -2.6234 -1.9993
60 H 4.0500 -4.0734 -1.2613
61 H 2.4530 -3.2534 -0.7873
62 H 2.3710 -3.6444 -3.2913
63 C 1.4520 0.0876 0.1217
64 O 0.4100 -0.6594 0.6777
65 H 2.2280 -0.6204 -0.1023
66 H 1.7670 0.8876 0.7987
67 H 1.1490 0.5636 -0.8373
68 H 0.2030 -1.4854 0.1547

Results
**Relative energy (zero: lowest compared OMol25 entry of this formula, charge and spin)**: 58.9 kcal/mol
**LUMO level**: 0.22 eV
**F_max**: 7.726 eV Å⁻¹
**Frontier orbital gap**: 9.435 eV
**E**: -1345.3102 Eh



Entry 2:
ORCA calculation (ωB97M-V/def2-TZVPD) on 10 unconnected molecules or ions with the total composition C12H44N6O10.

CARTESIAN COORDINATES (ANGSTROEM)
1 N 1.7168 8.5125 38.9614
2 C 1.7116 7.8888 37.7354
3 N 2.3000 6.6421 37.7334
4 O 1.1708 8.3722 36.7543
5 H 1.3522 9.4582 39.0280
6 H 2.3820 8.2370 39.6622
7 H 2.8250 6.3691 38.5439
8 H 2.4439 6.1536 36.8704
9 N -6.0179 10.9254 32.4191
10 C -5.3774 11.7339 33.3283
11 N -4.6237 12.7561 32.8127
12 O -5.4976 11.5494 34.5292
13 H -5.9186 10.9917 31.4247
14 H -6.6147 10.2553 32.8667
15 H -4.7629 13.0011 31.8498
16 H -4.1938 13.3925 33.4603
17 N -1.3863 5.0976 36.6821
18 C -1.6169 5.6160 37.9258
19 N -0.5066 6.0565 38.6053
20 O -2.7257 5.7029 38.4248
21 H -2.1391 4.8957 36.0543
22 H -0.4455 5.1413 36.3349
23 H 0.3985 6.2329 38.2074
24 H -0.7251 6.4030 39.5210
25 C -1.4557 10.4157 37.2218
26 C -2.6023 10.1674 36.2937
27 C -3.0171 8.6951 36.3197
28 O -3.6779 11.0253 36.6859
29 H -0.6084 9.7629 37.0114
30 H -1.7383 10.2523 38.2693
31 H -1.0727 11.4401 37.1797
32 H -2.3268 10.4264 35.2633
33 H -2.1521 8.0878 36.5812
34 H -3.4204 8.3624 35.3625
35 H -3.8086 8.5526 37.0583
36 H -4.5012 10.7775 36.2452
37 C -4.7266 5.5951 33.6177
38 C -4.9821 6.7046 32.5998
39 C -4.0212 7.8803 32.7269
40 O -4.8379 6.1427 31.2559
41 H -5.0615 4.6395 33.2176
42 H -5.2003 5.8255 34.5732
43 H -3.6584 5.4573 33.8301
44 H -6.0326 6.9827 32.6665
45 H -4.4595 8.6388 33.3915
46 H -3.9693 8.4469 31.7984
47 H -3.0592 7.5379 33.0967
48 H -4.0635 5.5716 31.2654
49 C -9.1993 7.2572 39.3062
50 C -8.2550 8.1515 38.5459
51 C -7.0885 7.3935 37.9096
52 O -9.0500 8.7741 37.5094
53 H -9.8391 7.8542 39.9605
54 H -8.7358 6.4764 39.9067
55 H -9.8613 6.7658 38.5892
56 H -7.8255 8.9470 39.1624
57 H -7.4269 6.5226 37.3465
58 H -6.3788 7.0969 38.6817
59 H -6.6126 8.0562 37.1817
60 H -8.5698 9.5553 37.2192
61 O -5.1980 11.9131 39.1712
62 H -4.2957 11.5939 39.2644
63 H -5.4619 11.5636 38.3159
64 O 0.8138 11.3328 39.3848
65 H -0.0951 11.6101 39.5399
66 H 1.1907 11.2277 40.2650
67 O -1.0018 13.5694 35.1906
68 H -1.7442 12.9597 35.1665
69 H -1.0597 13.9721 36.0620
70 O -4.0558 13.8643 36.1567
71 H -4.7887 13.8914 36.7784
72 H -3.7798 12.9350 36.1576

Results
**Relative energy (zero: lowest compared OMol25 entry of this formula, charge and spin)**: 0.0 kcal/mol
**LUMO level**: 0.14 eV
**F_max**: 1.568 eV Å⁻¹
**Frontier orbital gap**: 9.843 eV
**E**: -1564.6469 Eh



Entry 3:
ORCA calculation (ωB97M-V/def2-TZVPD) on 10 unconnected molecules or ions with the total composition C12H45BN21O13.

CARTESIAN COORDINATES (ANGSTROEM)
1 N 0.7761 -1.7710 3.5773
2 C -0.2170 -0.9313 3.8775
3 N -0.3373 0.4053 3.4053
4 C -1.6060 0.6220 2.6625
5 O -2.3904 -0.5707 2.7744
6 C -2.5742 -0.9371 4.1385
7 O -3.4447 -2.0702 4.1722
8 B -4.6991 -1.6979 3.5661
9 O -5.5798 -0.8817 4.3538
10 O -5.0027 -2.1302 2.2493
11 N -1.2963 -1.3826 4.7925
12 H 0.6722 -2.5080 2.8739
13 H 1.6842 -1.7525 4.0661
14 H 0.4919 0.7046 2.8761
15 H -1.4722 0.8324 1.5679
16 H -2.1985 1.4657 3.1408
17 H -3.0604 -0.0919 4.7176
18 H -5.5526 0.0088 3.9531
19 H -4.4324 -1.7022 1.5885
20 H -1.1849 -0.7393 5.5971
21 C 1.2215 2.2434 0.1265
22 O 1.1213 1.4794 1.0920
23 N 1.4223 3.5761 0.2720
24 N 1.1409 1.8209 -1.1523
25 H 1.5070 4.2145 -0.4984
26 H 1.4894 3.9315 1.2096
27 H 0.9924 0.8388 -1.3019
28 H 1.2177 2.4297 -1.9520
29 C 1.8543 0.2310 6.5856
30 O 1.9455 -0.6701 5.7511
31 N 2.5719 0.2329 7.7281
32 N 1.0244 1.2983 6.4251
33 H 2.5155 0.9555 8.4215
34 H 3.1997 -0.5466 7.8796
35 H 0.4752 1.3329 5.5837
36 H 0.9371 2.0418 7.0932
37 C -1.2402 2.9094 -3.6976
38 O -0.0453 2.8558 -3.4219
39 N -1.6911 3.0831 -4.9609
40 N -2.2118 2.7989 -2.7506
41 H -2.6637 3.1291 -5.2019
42 H -0.9961 3.1717 -5.6981
43 H -1.9132 2.6693 -1.8003
44 H -3.1935 2.8396 -2.9512
45 C 4.8661 -2.7172 6.2569
46 O 4.3252 -2.3250 7.2838
47 N 5.8670 -2.0280 5.6484
48 N 4.5106 -3.8718 5.6421
49 H 6.3232 -2.3314 4.8084
50 H 6.1574 -1.1666 6.0768
51 H 3.7735 -4.4092 6.0646
52 H 4.9383 -4.2135 4.8015
53 C 1.0127 2.6585 -7.8413
54 O 0.4748 3.0491 -6.8066
55 N 2.0177 3.3405 -8.4418
56 N 0.6419 1.5136 -8.4621
57 H 2.4695 3.0413 -9.2851
58 H 2.3184 4.1988 -8.0028
59 H -0.1032 0.9815 -8.0384
60 H 1.0646 1.1721 -9.3047
61 C 1.7196 7.0823 -6.4571
62 O 2.6807 6.3283 -6.4183
63 N 1.8176 8.3739 -6.8705
64 N 0.4717 6.6900 -6.0901
65 H 1.0419 9.0081 -6.9100
66 H 2.7270 8.6979 -7.1499
67 H 0.3628 5.7376 -5.7796
68 H -0.3317 7.2895 -6.1136
69 C -5.1834 -3.3031 -1.6474
70 O -4.4773 -3.3281 -2.6426
71 N -6.5255 -3.5074 -1.6952
72 N -4.6846 -3.0678 -0.4019
73 H -7.1224 -3.4911 -0.8892
74 H -6.9300 -3.6846 -2.5982
75 H -3.6943 -2.9131 -0.3289
76 H -5.2459 -3.0431 0.4315
77 C 0.0146 -1.5173 -5.8434
78 O -0.5769 -1.2937 -6.8893
79 N 0.4658 -0.5240 -5.0310
80 N 0.2714 -2.7780 -5.4051
81 H 0.9531 -0.6861 -4.1707
82 H 0.2945 0.4255 -5.3233
83 H -0.0481 -3.5376 -5.9808
84 H 0.7545 -2.9847 -4.5516
85 C 1.9238 -6.3411 4.0645
86 O 3.1179 -6.3798 4.3239
87 N 1.4547 -6.1765 2.7975
88 N 0.9640 -6.4603 5.0183
89 H 0.4801 -6.1439 2.5625
90 H 2.1366 -6.0866 2.0643
91 H 1.2729 -6.5846 5.9670
92 H -0.0203 -6.4322 4.8273

Results
**LUMO level**: -4.72 eV
**F_max**: 3.864 eV Å⁻¹
**Frontier orbital gap**: 6.539 eV
**E**: -2637.3340 Eh
**Total charge**: +1